H4OP2S | ωB97M-V/def2-TZVPD

Geometry as ORCA input:
```
! RIJCOSX wB97M-V def2-TZVPD def2/J DEFGRID3
* xyz 0 1
O -0.8094 1.3322 -0.1670
P 1.3917 -0.4361 0.9515
P -0.4085 -0.0963 -0.1977
S -2.2408 -0.7745 0.3695
H -2.1998 0.5857 -0.0175
H 1.9125 0.7202 0.4542
H 2.2218 -1.0662 0.0055
H 0.1325 -0.2651 -1.3985
*
```

Structure (SMILES): O=[P@@H](P)S
Kohn-Sham gap (Ha): 0.372
HOMO energy (eV): -9.860
Energy above the lowest of the compared OMol25 structures with the same formula, charge and spin (eV): 1.523



CH4NO2 | ωB97M-V/def2-TZVPD

Geometry as ORCA input:
```
! RIJCOSX wB97M-V def2-TZVPD def2/J DEFGRID3
* xyz 1 1
C 1.1216 0.0393 0.4580
N -0.1765 -0.0255 -0.3249
O 2.1774 -0.6774 -0.1053
O 2.1054 0.6892 -0.1184
H 0.9639 0.2312 1.6058
H -0.0110 -0.1812 -1.3429
H -0.7060 0.9629 -0.4621
H -0.7456 -0.6799 0.2633
*
```

Structure (SMILES): [NH3+]C1OO1
Kohn-Sham gap (Ha): 0.420
HOMO energy (eV): -16.050
Energy above the lowest of the compared OMol25 structures with the same formula, charge and spin (eV): 5.085



CBrN3O | ωB97M-V/def2-TZVPD

Geometry as ORCA input:
```
! RIJCOSX wB97M-V def2-TZVPD def2/J DEFGRID3
* xyz 0 1
C -0.7034 2.4921 -0.3423
N -0.6176 -1.1434 -0.0749
N 0.3031 2.0161 -0.4515
N 0.4751 -1.0748 -0.1472
O 1.5950 -0.9074 -0.2905
Br -2.3158 3.1359 0.0968
*
```

Structure (SMILES): N#[N+][O-].N#CBr
Kohn-Sham gap (Ha): 0.434
HOMO energy (eV): -11.627
Energy above the lowest of the compared OMol25 structures with the same formula, charge and spin (eV): 0.322



C5H13NS | ωB97M-V/def2-TZVPD

Geometry as ORCA input:
```
! RIJCOSX wB97M-V def2-TZVPD def2/J DEFGRID3
* xyz 0 1
C 1.1893 0.4074 1.4002
C 2.3955 -0.4606 1.0600
S 2.7434 -0.6466 -0.7234
C -0.0998 -0.2907 0.9827
N -0.5213 0.1255 -0.3533
C -1.9176 -0.1639 -0.6346
C -2.3869 0.6952 -1.8038
H 1.1910 0.5094 2.4925
H 1.1889 1.3722 0.9061
H 2.1643 -1.5039 1.2852
H 3.3010 -0.2561 1.6268
H 3.2927 0.5519 -0.9658
H -0.8849 -0.1011 1.6968
H 0.1027 -1.3665 1.0549
H 0.0604 -0.3846 -1.0058
H -2.4845 0.0577 0.2472
H -2.1043 -1.1972 -0.9318
H -1.5342 0.6813 -2.4883
H -2.5007 1.7224 -1.4758
H -3.1951 0.2482 -2.3697
*
```

Structure (SMILES): CCNCCCS
Kohn-Sham gap (Ha): 0.359
HOMO energy (eV): -8.797
Energy above the lowest of the compared OMol25 structures with the same formula, charge and spin (eV): 0.576



C23H42MnN5PS4SbSi | ωB97M-V/def2-TZVPD

Geometry as ORCA input:
```
! RIJCOSX wB97M-V def2-TZVPD def2/J DEFGRID3
* xyz 2 1
Mn -0.1452 -0.6403 -0.6898
C -4.0396 2.7722 1.4821
Si -4.9810 1.5811 0.3944
C -5.1510 2.2208 -1.3491
C -6.6146 1.1572 1.1696
C -3.9832 -0.0525 0.2596
C -4.5901 -1.3034 0.4220
C -3.8871 -2.4965 0.2786
C -2.5433 -2.4491 -0.0301
N -1.9472 -1.2651 -0.1912
C -2.6357 -0.1204 -0.0560
S -1.5026 1.1888 -0.4319
H -4.6871 3.6236 1.7060
H -3.1426 3.1774 1.0112
H -3.7728 2.3167 2.4389
H -5.7266 3.1480 -1.3723
H -5.6637 1.4957 -1.9845
H -4.1712 2.4339 -1.7863
H -7.1857 2.0768 1.3168
H -6.4892 0.6932 2.1499
H -7.2340 0.5034 0.5537
H -5.6420 -1.3520 0.6753
H -4.3725 -3.4527 0.4106
H -1.9330 -3.3352 -0.1405
S 1.6632 2.6953 0.8183
Sb -0.0379 1.9635 1.9562
S 0.4227 -0.6727 1.6563
S 1.7840 -0.6487 0.1478
N -0.0182 -0.6715 -2.2666
P -0.0859 -0.2749 -3.9414
N 0.2171 -1.6804 -4.6570
C 1.2311 -2.6163 -4.0938
C 1.9763 -3.3055 -5.2238
C 1.0225 -4.1381 -6.0895
C -0.3583 -3.4709 -6.2121
C -0.2563 -1.9666 -6.0353
N -1.5790 0.2764 -4.1776
C -1.9081 1.5500 -4.8529
C -2.9591 1.3259 -5.9285
C -4.1914 0.6330 -5.3579
C -3.8010 -0.6808 -4.6904
C -2.7371 -0.4553 -3.6265
N 1.0123 0.8651 -4.2252
C 2.2707 0.5643 -4.9640
C 2.9465 1.8743 -5.3308
C 3.3749 2.6460 -4.0750
C 2.3891 2.4203 -2.9177
C 0.9968 2.1339 -3.4496
H 0.7225 -3.3504 -3.4636
H 1.9243 -2.0601 -3.4594
H 2.7564 -3.9349 -4.7961
H 2.4856 -2.5478 -5.8244
H 0.9074 -5.1329 -5.6587
H 1.4635 -4.2780 -7.0761
H -1.0445 -3.8599 -5.4555
H -0.8085 -3.6843 -7.1811
H -1.2214 -1.4798 -6.1681
H 0.4367 -1.5402 -6.7672
H -0.9965 1.9610 -5.2791
H -2.2796 2.2502 -4.0968
H -2.5293 0.7223 -6.7335
H -3.2220 2.2923 -6.3604
H -4.9248 0.4537 -6.1431
H -4.6711 1.2875 -4.6220
H -3.4221 -1.3827 -5.4387
H -4.6661 -1.1521 -4.2209
H -2.3905 -1.4078 -3.2200
H -3.1472 0.1368 -2.8000
H 2.0222 -0.0105 -5.8548
H 2.9388 -0.0382 -4.3412
H 2.2544 2.4659 -5.9348
H 3.8049 1.6609 -5.9666
H 3.4399 3.7081 -4.3108
H 4.3737 2.3353 -3.7675
H 2.3492 3.2897 -2.2616
H 2.7008 1.5786 -2.2922
H 0.6542 2.9444 -4.0971
H 0.2715 2.0377 -2.6383
*
```

Kohn-Sham gap (alpha / beta) (Ha): 0.238 / 0.253
HOMO energy (alpha / beta) (eV): -14.150 / -14.184



C4H11N3O2 | ωB97M-V/def2-TZVPD

Geometry as ORCA input:
```
! RIJCOSX wB97M-V def2-TZVPD def2/J DEFGRID3
* xyz 0 1
C -4.4102 -0.1265 0.0747
C -3.3969 -0.8016 -0.8172
O -2.1451 -0.4470 -0.5210
O -3.6867 -1.5867 -1.6814
H -3.8586 0.4599 0.8098
H -4.9874 -0.9265 0.5252
H -4.9957 0.5874 -0.4980
C 3.7387 0.9065 0.6604
C 1.6426 -0.0987 -0.1127
N 1.2939 -1.1871 -0.6668
N 2.8075 0.6498 -0.4402
N 1.0094 0.3753 0.9884
H 1.6524 -1.4578 -1.5667
H -1.3425 -0.7898 -0.9434
H 3.2554 0.1889 -1.2163
H 1.2270 1.2969 1.3243
H 0.1208 0.0154 1.2886
H 4.7568 0.7786 0.2848
H 3.6229 0.2221 1.5003
H 3.6955 1.9409 1.0072
*
```

Structure (SMILES): [H]/N=C(/N)NC.CC(=O)O
Kohn-Sham gap (Ha): 0.357
HOMO energy (eV): -8.978
Energy above the lowest of the compared OMol25 structures with the same formula, charge and spin (eV): 0.903



C27H30N6O2 | ωB97M-V/def2-TZVPD

Geometry as ORCA input:
```
! RIJCOSX wB97M-V def2-TZVPD def2/J DEFGRID3
* xyz 0 1
C 6.1626 -0.0958 4.7244
C 5.6832 -0.1769 3.3120
N 5.1333 -1.2868 2.9547
N 4.6656 -1.4608 1.7197
C 4.7101 -0.5229 0.7175
O 4.2329 -0.7639 -0.3882
C 5.3523 0.7338 1.0838
C 5.4732 1.7510 0.1341
C 6.0709 2.9415 0.4755
C 6.5542 3.1333 1.7698
C 6.4415 2.1418 2.7168
C 5.8371 0.9206 2.3914
H 6.8188 2.3017 3.7148
H 7.0215 4.0719 2.0297
H 6.1664 3.7304 -0.2550
H 5.0873 1.5713 -0.8577
C 4.0933 -2.7710 1.4677
H 4.4867 -3.4474 2.2270
H 4.3911 -3.0929 0.4659
C 2.5519 -2.7790 1.5705
O 1.9863 -3.3804 2.4573
N 1.9785 -2.0729 0.5758
C 0.6209 -1.8144 0.3386
C 0.3241 -0.9671 -0.7203
C -1.0107 -0.6943 -0.9794
N -1.5864 0.0978 -1.9413
C -2.8712 0.0060 -1.7417
N -3.2039 -0.8103 -0.7029
C -2.0242 -1.2750 -0.1779
C -1.7227 -2.1194 0.8766
C -0.3916 -2.3828 1.1252
H -0.1135 -3.0329 1.9371
H -2.4956 -2.5594 1.4886
C -4.5524 -1.0552 -0.2803
C -5.4805 -0.7061 -1.4418
N -5.2010 0.6523 -1.8730
C -3.9198 0.6832 -2.5551
H -3.6023 1.7146 -2.7117
H -3.9567 0.1839 -3.5436
C -6.3316 1.2577 -2.5849
C -5.9345 2.4413 -3.4690
C -7.1655 3.0500 -4.1384
C -8.1754 3.5247 -3.1010
C -8.5744 2.3616 -2.2013
C -7.3420 1.7531 -1.5409
H -6.8459 2.5008 -0.9200
H -7.6489 0.9348 -0.8883
H -9.2717 2.7021 -1.4332
H -9.0807 1.5985 -2.7977
H -9.0566 3.9361 -3.5974
H -7.7298 4.3165 -2.4953
H -6.8561 3.8857 -4.7692
H -7.6338 2.3017 -4.7826
H -5.2398 2.1221 -4.2468
H -5.4436 3.1983 -2.8549
H -6.8180 0.5031 -3.2316
H -6.5142 -0.7858 -1.1074
H -5.3281 -1.4306 -2.2632
H -4.6630 -2.1057 0.0063
H -4.7926 -0.4245 0.5844
H 1.1048 -0.5309 -1.3233
H 2.6154 -1.6169 -0.0801
H 5.9382 -1.0313 5.2275
H 5.6657 0.7195 5.2474
H 7.2369 0.0788 4.7531
*
```

Structure (SMILES): Cc1nn(CC(=O)Nc2ccc3c(c2)nc2n3CCN(C3CCCCC3)C2)c(=O)c2ccccc12
Kohn-Sham gap (Ha): 0.290
HOMO energy (eV): -7.637
Energy above the lowest of the compared OMol25 structures with the same formula, charge and spin (eV): 0.000



C53H66N3O2 | ωB97M-V/def2-TZVPD

Geometry as ORCA input:
```
! RIJCOSX wB97M-V def2-TZVPD def2/J DEFGRID3
* xyz 1 1
C 2.7237 2.9380 2.1963
C 3.1484 3.3520 0.7875
C 2.0947 4.3360 0.2671
C 4.4750 4.1129 0.9073
C 3.3145 2.1462 -0.1850
C 2.7655 2.1591 -1.4761
C 3.2200 1.2658 -2.4438
C 4.3393 0.4735 -2.2178
C 4.9365 0.4472 -0.9597
C 6.4032 -0.0475 -0.8006
C 6.4822 -1.2953 0.0701
C 7.2597 1.1026 -0.2503
C 7.0433 -0.4479 -2.1364
C 4.1577 1.0257 0.1121
N 4.0889 0.3875 1.4005
C 5.0736 0.6043 2.4548
C 4.7995 -0.4956 3.4382
N 3.5325 -1.0979 2.9667
C 2.9995 -2.1505 3.8342
C 2.4214 -1.8022 5.0754
C 2.1746 -0.3591 5.6403
C 0.7876 -0.3133 6.2947
C 2.1442 0.7409 4.5962
C 3.2281 -0.0820 6.7199
C 2.0269 -2.8225 5.9370
C 1.9233 -4.1228 5.5105
C 2.5313 -4.4696 4.3011
C 3.2447 -3.5326 3.5623
C 4.3551 -4.1083 2.6002
C 4.2309 -5.6302 2.4470
C 5.7513 -3.8474 3.1736
C 4.2317 -3.5426 1.1991
C 3.0653 -0.4415 1.8334
C 1.8582 -0.6959 1.0029
C 1.0396 -1.8365 1.5533
C 0.1471 -1.6556 2.6176
C -0.4980 -2.7679 3.1385
C -0.2597 -4.0077 2.5420
N -0.3186 -5.1473 3.4208
O 0.2175 -6.2187 3.0566
O -0.7949 -4.9952 4.5639
C 0.4226 -4.1422 1.3306
C 1.0437 -3.0290 0.8268
H 3.5786 2.7484 2.8512
H 2.1420 3.7464 2.6685
H 2.1075 2.0377 2.1566
H 2.3698 4.7370 -0.7153
H 1.1040 3.8675 0.2133
H 2.0220 5.1846 0.9583
H 4.8154 4.4699 -0.0725
H 4.3430 4.9862 1.5605
H 5.2661 3.4870 1.3375
H 1.9442 2.8310 -1.7266
H 2.7256 1.2221 -3.4147
H 4.7560 -0.1206 -3.0331
H 5.9880 -2.1369 -0.4273
H 7.5300 -1.5780 0.2439
H 6.0061 -1.1568 1.0417
H 7.3128 1.8973 -1.0059
H 6.8477 1.5450 0.6625
H 8.2770 0.7476 -0.0454
H 7.0347 0.3772 -2.8573
H 8.0954 -0.7150 -1.9613
H 6.5570 -1.3207 -2.5882
H 6.1015 0.5705 2.0726
H 4.9510 1.5926 2.9301
H 5.6054 -1.2462 3.4339
H 4.7477 -0.1718 4.4903
H 0.7276 -0.9188 7.2000
H 0.5467 0.7153 6.5833
H 0.0172 -0.6554 5.5947
H 3.1266 0.9649 4.1820
H 1.4642 0.4866 3.7737
H 1.7801 1.6707 5.0554
H 4.2506 -0.1470 6.3331
H 3.0838 0.9198 7.1414
H 3.1414 -0.8153 7.5299
H 1.7265 -2.5902 6.9643
H 1.4594 -4.8903 6.1213
H 2.4967 -5.5121 4.0105
H 3.2417 -5.9160 2.0731
H 4.9734 -5.9724 1.7182
H 4.4330 -6.1433 3.3928
H 6.0444 -2.7967 3.1224
H 5.7936 -4.1620 4.2239
H 6.4946 -4.4213 2.6043
H 4.2106 -2.4514 1.2044
H 5.0755 -3.8803 0.5835
H 3.3081 -3.8952 0.7326
H 2.2484 -0.8280 -0.0321
H -0.0409 -0.6481 3.0207
H -1.1486 -2.7112 4.0146
H 0.4350 -5.1101 0.8447
H 1.5702 -3.0797 -0.1342
C -3.7811 3.7003 1.2769
C -2.7414 2.6709 1.0177
C -1.4453 2.8556 1.4961
C -0.4748 1.8655 1.2993
C -0.7255 0.8081 0.4130
C 0.4915 0.0803 -0.0797
C 0.0489 -0.9205 -1.1479
C 0.6671 -0.8761 -2.3976
C 0.0981 -1.5627 -3.4638
C -1.0189 -2.3605 -3.2902
C -1.6373 -3.0258 -4.4658
C -1.5540 -2.5213 -2.0150
C -0.9867 -1.8562 -0.9441
C -2.0472 0.6496 -0.0669
C -3.0447 1.5693 0.2330
H -4.7733 3.2712 1.0975
H -3.6825 4.0866 2.2994
H -3.6251 4.5335 0.5760
H -1.2169 3.7749 2.0382
H 0.4516 1.9101 1.8545
H 1.1462 0.8215 -0.5122
H 1.5785 -0.3132 -2.5344
H 0.5394 -1.4830 -4.4535
H -2.7293 -2.9225 -4.4183
H -1.2789 -2.5295 -5.3726
H -1.3964 -4.0980 -4.5219
H -2.4264 -3.1857 -1.8916
H -1.4134 -2.0242 0.0665
H -2.3886 -0.1766 -0.6904
H -4.0583 1.4443 -0.1555
*
```

Kohn-Sham gap (Ha): 0.287
HOMO energy (eV): -10.938



C13H13F6N5O17S6Y | ωB97M-V/def2-TZVPD

Geometry as ORCA input:
```
! RIJCOSX wB97M-V def2-TZVPD def2/J DEFGRID3
* xyz -1 1
Y -0.5984 0.3245 -0.6677
N -6.7646 -5.3068 -0.1654
S -5.5629 -5.4353 -1.0930
O -5.4681 -6.6510 -1.9005
O -4.4607 -4.5489 -0.9465
F -6.5202 -4.6125 -1.9775
S -6.1001 -6.3973 1.1189
O -4.7223 -6.8301 1.1301
O -7.0467 -7.4075 1.6009
F -6.1698 -5.2277 2.2004
N -5.1822 1.4888 -1.0830
S -6.2855 2.2678 -1.9541
O -6.5165 3.6864 -1.7141
O -7.3950 1.5035 -2.4395
F -5.2051 2.3592 -3.0760
S -6.4079 1.5110 0.0904
O -7.6347 0.7045 -0.0255
O -6.3382 2.5558 1.0570
F -5.6393 0.3089 0.9261
N 3.0101 2.7641 -2.1269
S 3.2526 4.1061 -2.7674
O 3.4151 4.2359 -4.2046
O 3.9759 5.0410 -1.9291
F 1.7462 4.4028 -2.6418
S 4.5442 2.2161 -2.6265
O 5.8010 2.8268 -2.3245
O 4.5438 1.2737 -3.7638
F 4.6269 1.1575 -1.3990
C 0.7336 -3.6651 4.2149
O 0.4763 -2.6349 3.3345
H 1.4019 -4.4305 3.8204
H 1.3025 -3.3223 5.0792
H -0.1395 -4.2329 4.5363
C 0.2477 9.9824 6.4636
C 0.1127 8.9419 7.4772
C -0.1139 7.6768 7.0254
C -0.1394 7.3358 5.6202
C 0.1043 8.3527 4.6213
C 0.2048 9.6415 5.0920
N -0.5522 5.9165 5.2391
O -0.4030 5.5075 4.1088
O -0.9600 5.2611 6.1332
H 0.4096 11.0472 6.5427
H 0.1088 9.0667 8.5500
H -0.0884 6.8843 7.7588
H 0.2081 8.1410 3.5673
H 0.3206 10.4659 4.4040
C 6.8498 -7.1150 -5.5917
C 5.6835 -7.1585 -6.3656
C 4.4611 -6.5183 -6.1166
C 4.2747 -5.9913 -4.7746
C 5.4359 -5.9992 -4.0037
C 6.7221 -6.4781 -4.3650
N 3.0512 -5.2976 -4.3684
O 3.0060 -4.3303 -3.5600
O 2.0819 -5.6169 -5.0045
H 7.8251 -7.5046 -5.8436
H 5.7886 -7.6388 -7.3272
H 3.6726 -6.4698 -6.8530
H 5.4056 -5.7246 -2.9596
H 7.6093 -6.4101 -3.7528
*
```

Kohn-Sham gap (Ha): 0.064
HOMO energy (eV): -7.573



C3H2IrO3 | ωB97M-V/def2-TZVPD

Geometry as ORCA input:
```
! RIJCOSX wB97M-V def2-TZVPD def2/J DEFGRID3
* xyz -1 5
C -2.2229 0.2462 0.3262
C -1.2456 -0.5618 -0.5522
O -1.8832 -1.2125 -1.6362
C -1.6625 -0.7575 -2.9600
O -2.5847 -1.2161 -3.6603
O -3.4102 0.0874 -0.0335
Ir -3.8762 -1.8975 -2.0173
H -0.7552 -1.3372 0.0625
H -0.4779 0.1261 -0.9485
*
```

Kohn-Sham gap (alpha / beta) (Ha): 0.235 / 0.192
⟨S²⟩: 6.017
HOMO energy (alpha / beta) (eV): -2.845 / -2.677



C31H40N5O3S2SiW | ωB97M-V/def2-TZVPD

Geometry as ORCA input:
```
! RIJCOSX wB97M-V def2-TZVPD def2/J DEFGRID3
* xyz 3 1
W -0.5552 1.1000 0.0748
N -2.6743 0.2712 0.2175
C -3.5488 0.8630 1.2387
C -2.7487 1.6635 2.2750
N -1.3351 1.2224 2.1955
C -0.4323 2.0283 3.0760
C 0.8954 1.3715 2.8687
N 1.1866 1.4562 1.4014
H -3.0890 0.4611 -0.6935
H -2.5481 -0.7309 0.3290
H -4.0902 0.0645 1.6911
H -4.2691 1.4737 0.7042
H -3.1316 1.4701 3.2704
H -2.8477 2.7033 2.0611
H -1.2587 0.2422 2.5204
H -0.7363 1.9584 4.1179
H -0.4561 3.0819 2.7423
H 0.7562 0.3308 3.1081
H 1.7230 1.8181 3.4225
H 1.9289 0.8576 1.0904
H 1.4536 2.4255 1.1649
O 0.2006 3.0536 -0.3145
C -1.0122 3.4282 -0.4795
O -1.8206 2.7768 0.2803
C -1.5619 3.9637 -1.7067
C -1.7002 5.3014 -2.1398
C -2.3323 5.4744 -3.3516
C -2.8156 4.3901 -4.1039
C -2.6962 3.0893 -3.6356
C -2.0028 2.8897 -2.4500
S -1.4151 1.2561 -2.2147
H -1.4214 6.1518 -1.5941
H -2.5498 6.4258 -3.8135
H -3.2890 4.5939 -5.0121
H -3.0964 2.2238 -4.1849
C -2.2572 -3.6891 0.5160
C -0.8772 -3.5528 -0.1327
C -0.1264 -4.8388 0.3389
C -0.9596 -3.3306 -1.6408
Si 0.3720 -2.3273 0.7193
O -0.2822 -0.6293 0.3761
C 0.3531 -2.2727 2.5623
C 1.3287 -2.6623 3.4546
C 1.1483 -2.4247 4.8177
C -0.0600 -1.9391 5.3169
C -1.1163 -1.7442 4.4301
C -0.8809 -1.8521 3.0762
C 2.0712 -2.2219 -0.0004
C 2.4008 -2.3925 -1.3509
C 3.7272 -2.3310 -1.7792
C 4.7554 -2.1522 -0.8744
C 4.4515 -2.0069 0.4563
C 3.1338 -1.9958 0.8884
H -2.7809 -4.4827 -0.0455
H -2.8382 -2.7986 0.4105
H -2.2480 -3.9194 1.5712
H -0.5514 -5.7370 -0.1142
H -0.2956 -4.9347 1.4274
H 0.9435 -4.9596 0.0584
H -1.8886 -3.8313 -2.0551
H -0.1454 -3.8409 -2.1229
H -0.9242 -2.2497 -1.9605
H 2.2691 -3.0601 3.0615
H 1.9006 -2.6669 5.5526
H -0.1364 -1.8967 6.3762
H -2.1246 -1.5336 4.8044
H -1.7479 -1.8905 2.3999
H 1.6767 -2.7758 -2.0628
H 3.9020 -2.5475 -2.8337
H 5.7827 -2.1775 -1.2274
H 5.2159 -1.8235 1.2035
H 2.9222 -1.8576 1.9677
S 1.3538 0.5522 -1.3138
C 1.8344 1.5678 -2.6201
N 2.8752 1.0453 -3.3221
C 3.3849 1.6275 -4.3799
C 2.8111 2.7826 -4.8407
C 1.7008 3.1987 -4.1662
N 1.2527 2.6565 -3.0405
H 3.4120 0.2635 -2.9648
H 4.2454 1.1618 -4.8348
H 3.1452 3.2975 -5.7192
H 1.1613 4.0427 -4.5392
*
```

Kohn-Sham gap (alpha / beta) (Ha): 0.215 / 0.215
HOMO energy (alpha / beta) (eV): -16.034 / -16.034
Energy above the lowest of the compared OMol25 structures with the same formula, charge and spin (eV): 0.353



Number 1: molecular weight 114.05 g mol⁻¹. Number 2: molecular weight 62.05 g mol⁻¹. Number 3: molecular weight 149.94 g mol⁻¹. Number 4: molecular weight 119.23 g mol⁻¹. Number 5: molecular weight 752.65 g mol⁻¹. Number 6: molecular weight 133.15 g mol⁻¹. Number 7: molecular weight 470.58 g mol⁻¹. Number 8: molecular weight 777.13 g mol⁻¹. Number 9: molecular weight 906.56 g mol⁻¹. Number 10: molecular weight 278.26 g mol⁻¹. Number 11: molecular weight 806.75 g mol⁻¹.